Entry 1:
This record from the Open Molecules 2025 dataset describes C38H40EuN9OP as an isolated structure. The level of theory is ωB97M-V/def2-TZVPD.

The geometry in ORCA input format:
```
! wB97M-V def2-TZVPD RIJCOSX def2/J DEFGRID3
* xyz 2 8
Eu -0.523 1.130 0.198
N 0.187 -1.344 4.305
C 0.059 -0.432 3.346
N -0.339 -0.654 2.124
C -0.686 -1.958 1.769
N -1.125 -2.292 0.598
N -1.164 -1.216 -0.286
C -1.550 -1.543 -1.463
C -1.575 -0.568 -2.568
C -1.943 -1.003 -3.836
C -1.912 -0.096 -4.886
C -1.512 1.205 -4.639
C -1.168 1.557 -3.338
N -1.200 0.702 -2.319
C -0.543 -3.017 2.773
C -0.833 -4.358 2.491
C -0.674 -5.318 3.465
C -0.222 -4.966 4.741
C 0.070 -3.652 5.044
C -0.095 -2.689 4.052
H 0.502 -1.050 5.216
H 0.316 0.583 3.636
H -1.827 -2.573 -1.674
H -2.235 -2.031 -3.997
H -2.193 -0.407 -5.884
H -1.466 1.943 -5.426
H -0.852 2.570 -3.114
H -1.181 -4.623 1.504
H -0.900 -6.351 3.241
H -0.099 -5.729 5.497
H 0.420 -3.368 6.027
O 0.528 3.556 1.301
N 1.321 2.892 0.356
C 2.469 3.356 0.078
C 3.426 2.744 -0.862
C 4.437 3.626 -1.261
C 5.446 3.226 -2.119
C 5.467 1.917 -2.567
C 4.478 1.030 -2.166
C 3.436 1.409 -1.326
P 2.256 0.102 -0.768
C 2.008 -0.947 -2.231
C 1.610 -2.272 -2.047
C 1.231 -3.052 -3.129
C 1.226 -2.515 -4.408
C 1.594 -1.190 -4.597
C 1.979 -0.410 -3.518
C 3.328 -0.840 0.360
C 4.240 -1.815 -0.039
C 5.067 -2.422 0.891
C 5.005 -2.055 2.228
C 4.110 -1.077 2.636
C 3.271 -0.481 1.706
H 0.984 4.350 1.631
H 2.805 4.285 0.548
H 4.429 4.643 -0.891
H 6.213 3.925 -2.419
H 6.258 1.574 -3.220
H 4.526 0.010 -2.522
H 1.589 -2.706 -1.054
H 0.946 -4.083 -2.967
H 0.940 -3.126 -5.253
H 1.591 -0.760 -5.591
H 2.261 0.621 -3.694
H 4.305 -2.107 -1.080
H 5.770 -3.180 0.572
H 5.659 -2.525 2.949
H 4.067 -0.772 3.673
H 2.580 0.290 2.035
C -5.326 2.912 -0.615
N -4.124 2.918 0.208
C -2.991 3.636 -0.323
C -3.915 1.977 1.174
N -2.694 1.561 1.402
N -5.017 1.516 1.826
C -6.119 2.404 2.187
C -4.908 0.312 2.628
H -5.041 2.869 -1.669
H -5.933 3.806 -0.457
H -5.925 2.035 -0.389
H -3.340 4.556 -0.789
H -2.459 3.062 -1.103
H -2.291 3.886 0.474
H -2.634 1.009 2.250
H -5.923 3.410 1.826
H -6.210 2.443 3.274
H -7.065 2.053 1.771
H -4.261 -0.411 2.131
H -5.896 -0.135 2.728
H -4.523 0.512 3.635
*
```

Output
* E_HOMO (alpha / beta): -11.9 / -13.0 eV
* HOMO-LUMO gap (alpha / beta): 6.6 / 7.7 eV
* energy above the lowest of the compared OMol25 structures with the same formula, charge and spin: 0.0 kJ/mol
* LUMO level (alpha / beta): -5.3 / -5.3 eV

***

Entry 2:
This record from the Open Molecules 2025 dataset describes C38H40F30N10O21S10 as an isolated structure in a non-equilibrium geometry. The level of theory is ωB97M-V/def2-TZVPD.

The geometry in ORCA input format:
```
! wB97M-V def2-TZVPD RIJCOSX def2/J DEFGRID3
* xyz 0 1
C 7.519 -3.004 -8.857
C 7.115 -2.281 -7.590
C 6.388 -3.108 -6.503
O 5.592 -2.358 -5.579
C 4.881 -3.030 -4.603
N 8.274 -1.435 -6.902
H 7.918 -0.681 -6.333
H 8.986 -1.946 -6.400
H 8.819 -1.008 -7.639
H 7.897 -2.307 -9.606
H 6.688 -3.497 -9.361
H 8.213 -3.806 -8.606
H 6.391 -1.521 -7.886
H 7.114 -3.795 -6.069
H 5.705 -3.626 -7.177
H 5.424 -3.748 -3.988
H 4.144 -3.700 -5.045
H 4.407 -2.245 -4.014
C 1.123 3.937 -7.344
N 0.840 3.496 -5.998
C 1.866 2.997 -5.262
C 1.633 2.651 -3.911
C 0.311 2.693 -3.337
C -0.645 3.253 -4.132
C -0.382 3.718 -5.456
C 0.075 2.454 -1.894
C 1.098 2.487 -0.943
C 0.848 2.210 0.413
N -0.461 2.116 0.809
C -1.526 2.087 -0.049
C -1.253 2.289 -1.405
C -0.819 1.824 2.205
H 1.455 3.035 -7.857
H 1.894 4.692 -7.188
H 0.270 4.324 -7.901
H 2.808 3.051 -5.787
H 2.510 2.373 -3.345
H -1.670 3.362 -3.811
H -1.052 4.310 -6.062
H 2.111 2.587 -1.304
H 1.584 2.125 1.199
H -2.515 1.875 0.330
H -2.053 2.597 -2.061
H -1.577 2.531 2.543
H 0.056 1.753 2.851
H -1.240 0.819 2.193
C -0.222 -5.510 7.835
N -0.642 -5.876 9.238
C -1.614 -6.825 9.392
C -2.039 -7.257 10.645
C -1.604 -6.605 11.753
C -0.685 -5.544 11.633
C -0.169 -5.238 10.345
C -2.020 -7.117 13.097
C -3.341 -6.891 13.531
C -3.706 -7.272 14.847
N -2.845 -7.942 15.641
C -1.522 -8.091 15.222
C -1.164 -7.768 13.944
C -3.268 -8.410 16.980
H -0.927 -5.919 7.111
H 0.714 -6.059 7.740
H -0.081 -4.438 7.694
H -1.908 -7.350 8.496
H -2.682 -8.122 10.711
H -0.237 -5.086 12.502
H 0.597 -4.503 10.149
H -4.073 -6.429 12.885
H -4.682 -7.055 15.254
H -0.955 -8.655 15.947
H -0.114 -7.919 13.738
H -4.279 -8.791 16.835
H -3.166 -7.517 17.598
H -2.727 -9.288 17.331
C -3.371 0.484 -9.806
F -3.600 -0.815 -9.708
F -4.294 1.240 -9.110
F -2.133 0.652 -9.347
S -3.488 0.978 -11.780
O -2.387 0.344 -12.502
O -4.720 0.389 -12.252
N -3.377 2.706 -11.690
S -4.470 3.207 -12.616
O -4.425 2.786 -14.003
O -5.785 3.130 -11.970
C -4.125 5.112 -12.697
F -2.919 5.367 -13.234
F -5.103 5.677 -13.421
F -4.195 5.627 -11.450
C 7.850 5.319 -10.755
F 8.381 5.489 -11.971
F 7.233 6.430 -10.377
F 7.014 4.301 -10.669
S 9.308 5.003 -9.414
O 9.888 3.629 -9.674
O 10.233 6.122 -9.692
N 8.544 4.932 -7.854
S 8.879 6.271 -7.223
O 10.390 6.449 -6.985
O 8.202 7.426 -7.801
C 8.179 5.909 -5.425
F 8.779 6.694 -4.614
F 6.917 6.114 -5.439
F 8.551 4.628 -5.146
C -9.995 5.308 1.370
F -9.603 6.456 0.733
F -9.166 5.031 2.370
F -11.159 5.452 1.842
S -9.981 3.864 0.058
O -8.656 3.193 0.234
O -11.128 3.061 0.422
N -10.379 4.683 -1.477
S -9.037 4.543 -2.199
O -7.865 5.193 -1.553
O -8.763 3.233 -2.666
C -9.470 5.487 -3.917
F -8.590 5.017 -4.910
F -10.736 5.289 -4.291
F -9.323 6.811 -3.735
C -7.596 -2.389 5.111
F -8.126 -2.311 3.922
F -7.146 -1.236 5.486
F -8.513 -2.855 6.011
S -6.123 -3.693 5.026
O -5.332 -3.444 6.230
O -6.823 -5.000 5.091
N -5.192 -3.317 3.610
S -5.652 -4.360 2.590
O -5.039 -5.692 2.823
O -7.050 -4.410 2.198
C -4.659 -3.707 1.054
F -3.434 -3.277 1.365
F -4.564 -4.738 0.195
F -5.361 -2.718 0.511
C 4.235 2.860 8.920
F 3.011 2.427 8.824
F 4.548 3.877 8.085
F 4.423 3.340 10.166
S 5.395 1.284 8.710
O 6.767 1.721 8.874
O 4.932 0.376 9.764
N 5.030 0.643 7.145
S 6.288 -0.036 6.529
O 7.263 -0.469 7.511
O 5.888 -1.013 5.516
C 7.222 1.498 5.556
F 8.459 1.129 5.339
F 6.558 1.592 4.467
F 7.080 2.623 6.282
*
```

Output
* E_HOMO: -7.3 eV
* HOMO-LUMO gap: 1.8 eV
* LUMO level: -5.5 eV

***

Entry 3:
This record from the Open Molecules 2025 dataset describes C38H40F6N11O6S4Y as an isolated structure. The level of theory is ωB97M-V/def2-TZVPD.

The geometry in ORCA input format:
```
! wB97M-V def2-TZVPD RIJCOSX def2/J DEFGRID3
* xyz 2 1
Y -0.183 0.015 -0.146
N -4.382 -0.794 1.402
C -4.861 0.306 0.708
C -6.128 0.874 0.647
C -6.276 1.959 -0.190
C -5.202 2.441 -0.953
C -3.947 1.869 -0.888
C -3.770 0.794 -0.013
N -2.643 0.013 0.281
C -3.077 -0.923 1.109
C -2.198 -1.970 1.611
C -2.458 -2.984 2.476
S -1.044 -3.902 2.736
C -0.188 -2.888 1.684
N -0.900 -1.927 1.157
H -4.916 -1.387 2.015
H -6.958 0.486 1.223
H -7.241 2.438 -0.273
H -5.367 3.279 -1.618
H -3.138 2.230 -1.508
H -3.382 -3.236 2.971
H 0.869 -3.010 1.494
F -1.314 1.095 3.974
C -0.084 0.605 4.052
F -0.118 -0.682 3.691
F 0.370 0.702 5.282
S 1.010 1.538 2.894
O 0.275 1.459 1.602
O 1.116 2.848 3.438
N 2.296 0.680 2.851
S 2.854 0.199 1.408
O 1.812 -0.687 0.717
O 3.813 0.374 -1.408
C 3.949 -1.140 2.102
F 4.441 -1.805 1.060
F 4.924 -0.602 2.802
F 3.238 -1.968 2.852
C -2.560 -0.318 -3.308
C -1.519 -1.360 -3.098
N -0.719 -1.425 -2.046
C 0.072 -2.549 -2.219
C -0.265 -3.166 -3.372
N -1.273 -2.401 -3.927
C -1.788 -2.619 -5.280
N -0.777 -2.365 -6.258
N 0.148 -3.343 -6.484
N 1.101 -2.875 -7.180
C 0.851 -1.536 -7.427
C 1.602 -0.595 -8.135
C 1.114 0.691 -8.176
C -0.098 1.036 -7.543
C -0.855 0.112 -6.855
C -0.347 -1.188 -6.810
H -2.279 0.590 -2.776
H -3.526 -0.649 -2.923
H -2.681 -0.061 -4.358
H 0.825 -2.837 -1.502
H 0.118 -4.041 -3.869
H -2.645 -1.974 -5.447
H -2.098 -3.657 -5.375
H 2.522 -0.878 -8.629
H 1.656 1.454 -8.716
H -0.454 2.055 -7.620
H -1.803 0.388 -6.412
C 2.245 6.436 -0.984
C 2.315 4.972 -1.401
C 2.038 4.013 -0.251
N 0.702 4.195 0.326
C -0.391 3.584 -0.061
S -0.398 2.533 -1.443
N -1.561 3.783 0.594
C -1.771 4.250 1.943
O -2.493 3.587 2.637
C -1.176 5.546 2.325
C -0.986 6.555 1.379
C -0.488 7.784 1.779
C -0.173 8.000 3.115
C -0.368 6.997 4.057
C -0.881 5.772 3.668
H 2.470 7.091 -1.824
H 2.962 6.654 -0.190
H 1.249 6.700 -0.620
H 3.311 4.741 -1.786
H 1.607 4.769 -2.208
H 2.743 4.182 0.565
H 2.133 2.976 -0.575
H 0.627 4.829 1.114
H -2.298 3.150 0.313
H -1.254 6.386 0.342
H -0.356 8.577 1.055
H 0.219 8.959 3.425
H -0.126 7.175 5.096
H -1.049 4.982 4.387
C 1.988 -0.291 -4.325
C 3.257 -0.673 -3.564
C 2.914 -0.450 -2.087
O 1.600 0.148 -2.066
C 1.337 0.694 -3.380
H 1.347 -1.163 -4.461
H 2.188 0.141 -5.304
H 4.088 -0.023 -3.849
H 3.572 -1.698 -3.749
H 4.412 0.805 -2.029
H 2.834 -1.371 -1.515
H 1.776 1.693 -3.447
H 0.260 0.781 -3.506
*
```

Output
* E_HOMO: -13.3 eV
* HOMO-LUMO gap: 8.2 eV
* energy above the lowest of the compared OMol25 structures with the same formula, charge and spin: 0.0 kJ/mol
* LUMO level: -5.1 eV

***

Entry 4:
This record from the Open Molecules 2025 dataset describes C38H40N5NaO3S6Sb2 as an isolated structure in a non-equilibrium geometry. The level of theory is ωB97M-V/def2-TZVPD.

The geometry in ORCA input format:
```
! wB97M-V def2-TZVPD RIJCOSX def2/J DEFGRID3
* xyz -2 1
Na -0.096 1.770 -0.067
C -3.685 -1.218 2.535
N -3.590 0.217 2.348
C -4.831 0.934 2.126
C -2.390 0.777 2.042
O -1.343 0.151 2.001
C -2.391 2.284 1.839
O -1.086 2.630 1.502
C -0.622 3.879 1.955
C 0.821 3.965 1.469
O 1.254 3.080 0.742
N 1.548 5.006 1.913
C 2.816 5.315 1.275
C 0.961 6.096 2.669
H -4.189 -1.438 3.480
H -2.681 -1.628 2.558
H -4.231 -1.684 1.711
H -5.650 0.338 2.526
H -5.011 1.102 1.059
H -4.832 1.897 2.640
H -2.699 2.763 2.779
H -3.090 2.573 1.044
H -0.677 3.921 3.052
H -1.180 4.713 1.512
H 3.072 4.517 0.586
H 3.599 5.430 2.035
H 2.717 6.233 0.694
H 0.324 5.720 3.472
H 0.377 6.741 2.004
H 1.772 6.670 3.118
N -1.646 -0.765 -3.562
C -3.007 -1.046 -3.528
C -3.681 -1.357 -4.706
C -5.023 -1.711 -4.694
C -5.714 -1.750 -3.494
C -5.058 -1.423 -2.315
C -3.715 -1.072 -2.318
S -2.896 -0.632 -0.830
N -1.344 -0.160 -1.258
C -1.029 0.011 -2.532
C 0.358 0.435 -2.814
C 0.979 0.265 -4.059
C 2.248 0.763 -4.251
C 2.877 1.429 -3.209
C 2.214 1.507 -2.001
N 1.006 0.993 -1.786
H -1.349 -0.487 -4.483
H -3.135 -1.307 -5.643
H -5.523 -1.939 -5.627
H -6.764 -2.020 -3.472
H -5.592 -1.440 -1.371
H 0.474 -0.239 -4.872
H 2.745 0.637 -5.205
H 3.855 1.872 -3.333
H 2.671 2.011 -1.156
S -0.906 6.646 -0.639
Sb -0.536 5.307 -2.523
S -1.804 3.115 -1.634
S 1.761 4.975 -2.600
S -1.888 1.970 -3.275
S 1.879 0.790 2.812
Sb 1.499 -0.767 1.197
C 2.526 -1.376 -0.642
C 3.890 -1.127 -0.671
C 4.678 -1.687 -1.662
C 4.100 -2.498 -2.630
C 2.733 -2.726 -2.608
C 1.941 -2.164 -1.615
C 0.006 -2.258 1.602
C -0.091 -2.644 2.933
C -0.913 -3.702 3.287
C -1.639 -4.377 2.311
C -1.564 -3.968 0.989
C -0.744 -2.902 0.634
C 2.912 -2.252 2.037
C 2.882 -3.562 1.561
C 3.796 -4.505 2.006
C 4.762 -4.152 2.939
C 4.800 -2.852 3.422
C 3.878 -1.913 2.973
H 4.344 -0.507 0.094
H 5.743 -1.493 -1.676
H 4.713 -2.938 -3.408
H 2.273 -3.341 -3.372
H 0.873 -2.339 -1.621
H 0.479 -2.109 3.684
H -0.991 -4.002 4.326
H -2.269 -5.216 2.583
H -2.153 -4.467 0.229
H -0.721 -2.554 -0.389
H 2.134 -3.857 0.833
H 3.757 -5.519 1.624
H 5.480 -4.887 3.285
H 5.551 -2.571 4.152
H 3.890 -0.897 3.355
*
```

Output
* E_HOMO: -0.5 eV
* HOMO-LUMO gap: 3.9 eV
* energy above the lowest of the compared OMol25 structures with the same formula, charge and spin: 277.1 kJ/mol
* LUMO level: 3.4 eV

***

Here are the calculated E numbers, same order: -84120.4734; -287802.9344; -129414.3139; -136153.3107 (eV).